# 1
Computed, not measured: C14H13ClN2O3 in the gas phase in a non-equilibrium geometry, with the ωB97M-V functional and the def2-TZVPD basis.

The geometry in XYZ format:
```
33
Properties=species:S:1:pos:R:3:forces:R:3:mulliken_charge:R:1
O -0.142863 -1.391283 -1.478036 0.2 -0.2 0.0 -0.7755
C -1.315700 -1.389569 -1.821453 -0.4 0.3 -0.2 0.3313
N -1.950254 -0.298266 -2.303514 -0.2 0.0 -0.1 -0.0522
C -1.293983 0.979790 -2.488352 0.2 0.2 0.3 -0.9345
C -1.169527 1.770769 -1.187313 0.0 0.2 0.0 -0.5933
N -0.119576 1.213658 -0.363015 -0.1 -0.2 -0.3 -0.0163
C 0.312499 1.853830 0.741899 0.0 -0.2 -0.1 0.1002
O -0.135700 2.924561 1.101904 -0.1 0.1 0.1 -0.6209
C 1.386694 1.111355 1.479524 0.1 0.1 0.2 0.4105
C 1.249880 -0.250176 1.735026 0.1 0.1 0.0 -0.2746
C 2.209998 -0.936136 2.455326 0.0 -0.1 0.0 -0.7706
C 3.327666 -0.268297 2.928705 0.0 0.0 0.0 -0.3825
C 3.485353 1.082694 2.680363 -0.1 0.1 -0.1 -0.5522
C 2.516413 1.768514 1.962963 -0.1 -0.2 0.0 0.4653
Cl 2.751438 3.445184 1.643415 0.2 0.2 0.0 -0.2069
C -2.152253 -2.592853 -1.745202 0.6 -1.1 0.5 0.4589
C -1.832833 -3.854960 -1.313724 0.0 0.9 -0.2 -0.4352
C -3.006469 -4.625935 -1.449671 -0.5 0.3 -0.2 -0.4602
C -3.952485 -3.782571 -1.950532 0.1 -0.8 0.2 -0.4376
O -3.451919 -2.553898 -2.133271 0.0 0.5 -0.1 -0.3685
H -2.938465 -0.362910 -2.487400 0.1 -0.1 0.0 0.2454
H -1.866855 1.551964 -3.219015 0.1 -0.1 0.0 0.4633
H -0.291898 0.791352 -2.885490 -0.1 0.1 -0.1 0.3358
H -0.926761 2.817627 -1.399233 -0.1 -0.1 0.0 0.3996
H -2.123320 1.757962 -0.642649 0.1 0.1 -0.1 0.2809
H 0.235805 0.299942 -0.623498 0.1 0.1 0.1 0.2874
H 0.376774 -0.772450 1.372985 -0.1 0.0 -0.1 0.4517
H 2.086705 -1.991197 2.646526 0.0 -0.1 0.0 0.3861
H 4.080500 -0.799436 3.491422 0.1 0.0 0.0 0.3702
H 4.353977 1.613033 3.037290 0.1 0.1 0.0 0.4261
H -0.876714 -4.171205 -0.951927 0.2 0.0 0.1 0.5484
H -3.130447 -5.661290 -1.208704 -0.1 -0.2 0.0 0.4464
H -4.982105 -3.934829 -2.208940 -0.1 0.1 -0.1 0.4733
```
Positions in Å, forces in eV/Å.

Values from the calculation:
Electronic energy ... -1336.74647 hartree
Charge ... 0
LUMO ... 0.0184 Eh
Relative energy (zero: lowest compared OMol25 entry of this formula, charge and spin) ... 4.18 kJ/mol
Kohn-Sham gap ... 9.47 eV



# 2
Computed, not measured: a 4-piece molecular cluster, C2H14NO4 overall in a non-equilibrium geometry, with the ωB97M-V functional and the def2-TZVPD basis.

The geometry in XYZ format:
```
21
Properties=species:S:1:pos:R:3:forces:R:3:mulliken_charge:R:1
C -2.163219 0.347755 0.798455 -0.9 -1.3 0.3 -0.3421
O -2.098297 -0.901079 1.516349 0.1 0.3 0.1 -0.5425
C -1.908306 -0.009346 -0.647121 -0.3 0.4 -0.2 -0.5206
N -0.552202 -0.622994 -0.675995 -0.7 -0.9 -0.9 -0.1794
H -1.441504 1.030098 1.237414 0.1 0.2 -0.3 0.2651
H -3.167420 0.741576 0.875661 -0.1 0.4 0.0 0.3899
H -2.935328 -1.063288 1.966663 0.2 0.0 0.0 0.3219
H -2.593504 -0.752833 -1.050880 -0.1 -0.1 0.4 0.3075
H -2.052976 0.872572 -1.268973 0.8 0.0 -0.2 0.3548
H 0.151488 0.042973 -0.515183 1.4 1.5 0.8 0.3115
H -0.271838 -1.138702 -1.525198 -0.5 -0.2 -0.2 0.3085
H -0.542465 -1.302931 0.082876 0.0 -0.1 0.3 0.3560
H 0.416933 -3.412481 -2.404392 0.0 -0.1 -0.1 0.3143
H -0.056848 -2.555879 -3.605245 0.0 -0.1 0.1 0.3221
O -0.096597 -2.635492 -2.644002 -0.1 0.3 0.0 -0.6727
H 5.233249 2.038650 0.456540 0.0 -0.1 0.0 0.3128
H 4.692575 3.430894 0.684210 -0.1 0.0 0.1 0.3189
O 4.429053 2.503229 0.708063 0.0 0.1 0.0 -0.6161
H 1.994633 1.786583 1.136507 -0.1 0.3 -0.6 0.3023
H 1.351727 0.796078 1.969518 -0.5 -0.2 0.0 0.3329
O 1.155817 1.297163 1.164849 0.7 -0.2 0.4 -0.6451
```
Positions in Å, forces in eV/Å.

Values from the calculation:
Electronic energy ... -440.08690 hartree
Charge ... +1
LUMO ... -0.1000 Eh
Relative energy (zero: lowest compared OMol25 entry of this formula, charge and spin) ... 6.58 kJ/mol
Kohn-Sham gap ... 11.62 eV



# 3
Computed, not measured: C3H4N2O2 in the gas phase, with the ωB97M-V functional and the def2-TZVPD basis.

The geometry in XYZ format:
```
11
Properties=species:S:1:pos:R:3:forces:R:3:mulliken_charge:R:1
H -2.099050 -0.141641 1.129513 0.0 0.0 0.0 0.2177
N -1.407061 -0.541717 0.496698 0.3 0.3 0.1 -0.6039
C -0.340598 0.151630 0.458725 -0.2 -0.2 -0.1 0.3446
N -0.053778 1.313946 1.141672 0.0 0.1 0.0 -0.4560
C 0.773077 -0.331861 -0.423365 0.0 0.2 0.0 0.1573
O 0.912821 -1.817016 -0.520948 0.0 -0.1 -0.1 -0.3640
C 0.466656 -1.160809 -1.579258 -0.1 -0.1 -0.5 0.4207
O 0.102266 -1.364080 -2.691329 0.2 0.1 0.6 -0.5036
H -0.834508 1.855268 1.482106 0.1 -0.1 0.0 0.2196
H 0.743419 1.863689 0.860140 -0.1 -0.1 0.0 0.2179
H 1.736757 0.172591 -0.353954 -0.2 -0.1 0.0 0.3496
```
Positions in Å, forces in eV/Å.

Values from the calculation:
Electronic energy ... -376.66422 hartree
Charge ... 0
LUMO ... 0.0207 Eh
Relative energy (zero: lowest compared OMol25 entry of this formula, charge and spin) ... 261.43 kJ/mol
Kohn-Sham gap ... 10.54 eV



# 4
Computed, not measured: a 3-piece molecular cluster, C24H59N2O4P2 overall, with the ωB97M-V functional and the def2-TZVPD basis.

The geometry in XYZ format:
```
91
Properties=species:S:1:pos:R:3:forces:R:3:mulliken_charge:R:1
C 1.371258 -3.210012 2.067214 0.0 0.1 0.0 -1.4244
C 0.746036 -2.325831 1.000587 0.0 0.0 0.0 0.3551
O 1.620688 -1.273406 0.602861 0.0 0.0 0.0 -0.3512
C 1.649568 -0.175923 1.486850 0.0 0.0 0.2 -0.0775
C 0.477589 0.795186 1.336461 -0.2 -0.2 0.0 -0.5967
O 0.198977 1.105162 -0.006145 0.2 0.3 -0.1 -0.4325
C -0.783463 0.284158 -0.628626 0.0 -0.2 0.1 1.0547
C -2.125274 0.989996 -0.753734 0.0 -0.1 -0.1 -0.5439
O -2.980520 0.686937 0.325693 0.0 0.3 0.1 -0.2322
C -4.118310 -0.112507 0.006159 0.0 0.0 -0.1 -1.4433
P -3.818389 -1.989182 -0.215287 0.1 0.2 -0.4 0.7403
C -3.600833 -3.897870 -0.634208 -0.1 -0.2 -0.2 -0.9277
C -4.903864 -4.586730 -0.612105 0.0 0.1 0.2 0.1244
O -5.438187 -5.154085 -1.544479 0.0 0.0 -0.1 -0.5334
P -4.484057 -2.390258 2.028518 0.0 -0.1 0.2 -0.3692
C -3.417539 -3.827389 2.531203 -0.1 -0.1 0.0 -0.7709
C -3.437936 -1.134410 2.926748 0.0 0.2 0.0 1.1848
C -4.130247 0.195343 3.268414 0.0 -0.1 0.0 -1.3967
H 1.335369 -2.740975 3.052791 0.0 0.0 0.0 0.2899
H 0.849380 -4.165270 2.135247 0.0 0.0 0.0 0.5148
H 2.417566 -3.389032 1.815647 0.0 -0.1 0.0 0.2488
H -0.216117 -1.929569 1.339455 0.0 0.0 0.0 -0.3090
H 0.548477 -2.891415 0.090111 0.0 0.0 0.0 0.4018
H 2.589984 0.347861 1.306067 0.0 0.0 -0.2 0.2519
H 1.671381 -0.526925 2.530086 0.0 0.1 0.0 0.1651
H 0.742568 1.728232 1.842723 0.0 0.0 0.0 0.4071
H -0.417485 0.404537 1.836702 0.0 0.0 -0.1 0.1160
H -0.962205 -0.606252 -0.025674 0.0 0.0 -0.2 -1.0844
H -0.395722 -0.031152 -1.600032 0.0 0.1 0.0 0.5081
H -1.934756 2.070036 -0.760763 -0.1 0.0 0.0 0.1147
H -2.601303 0.712699 -1.701222 0.0 0.0 0.0 0.2727
H -4.538507 0.210522 -0.959397 0.0 0.0 0.0 0.5388
H -4.863343 0.087610 0.783177 0.0 -0.1 0.0 0.5947
H -5.220106 -2.068350 -0.649876 0.0 0.1 0.0 0.0701
H -3.363435 -1.705206 -1.592725 0.0 0.0 0.1 -0.1535
H -2.422921 -1.905561 0.286481 -0.2 -0.1 0.1 -0.7722
H -3.191508 -3.960319 -1.645501 0.1 0.0 0.0 0.4494
H -2.903828 -4.348504 0.071937 0.0 0.0 0.1 0.4470
H -5.460906 -4.515419 0.348072 0.1 0.0 0.0 0.2459
H -3.831552 -4.773764 2.178253 0.0 0.0 0.0 0.3709
H -3.378844 -3.863579 3.622566 0.0 0.0 0.0 0.4212
H -2.389046 -3.740023 2.161330 0.0 0.1 -0.1 -0.0778
H -3.132279 -1.630788 3.850860 0.0 0.0 0.0 0.6477
H -2.521345 -0.943773 2.351933 0.0 0.0 0.0 -1.1512
H -3.874907 0.977082 2.554435 0.0 0.0 0.0 0.3049
H -3.846359 0.542761 4.266036 0.0 0.0 0.0 0.3435
H -5.217662 0.082641 3.263905 0.0 0.0 0.0 0.3772
C -2.161560 6.375502 -6.045437 0.0 0.0 0.0 -1.4307
C -1.425212 5.395798 -5.144478 0.0 0.0 0.0 -0.3263
N -2.177854 5.042206 -3.955331 0.0 0.0 -0.1 0.1324
C -1.381939 4.355380 -2.947714 0.0 0.0 0.1 -0.8282
C -0.804271 2.982240 -3.298311 0.0 0.0 0.0 -0.6488
C -3.509532 4.500510 -4.187776 0.0 0.0 0.0 -0.6813
C -3.632053 3.251834 -5.070277 0.0 0.0 0.0 -0.9050
H -2.466517 7.259072 -5.482447 0.0 0.0 0.0 0.3340
H -1.509116 6.690441 -6.861448 0.0 0.0 0.0 0.4356
H -3.052078 5.931305 -6.491678 0.0 0.0 0.0 0.2881
H -0.496475 5.858979 -4.797760 0.0 0.0 0.0 0.4485
H -1.122126 4.522842 -5.745587 0.0 0.0 0.0 0.2667
H -2.002504 4.262723 -2.052389 0.0 0.0 0.0 0.3655
H -0.557707 5.024664 -2.681123 0.0 0.0 0.0 0.3472
H -1.574031 2.212935 -3.327137 0.0 0.0 0.0 -0.0293
H -0.080632 2.685306 -2.536297 0.0 0.0 0.0 0.2975
H -0.290416 2.988311 -4.261403 0.0 0.0 0.0 0.4312
H -4.122655 5.292970 -4.624132 0.0 0.0 0.0 0.3717
H -3.941473 4.295171 -3.205432 0.0 0.0 0.0 0.3380
H -3.029238 3.341967 -5.976238 0.0 0.0 0.0 0.2369
H -4.670802 3.119849 -5.378698 0.0 0.0 0.0 0.3768
H -3.325223 2.344501 -4.553462 0.0 0.0 0.0 0.2135
C 5.356466 -0.410193 0.343958 0.0 0.0 -0.1 -1.1081
C 6.582412 -0.871740 1.114734 0.0 0.0 0.0 -0.4236
N 6.520901 -0.543774 2.530002 0.0 -0.1 0.0 0.0932
C 7.787337 -0.698420 3.221280 0.0 0.0 0.0 -0.7086
C 8.382956 -2.107399 3.337289 0.0 0.0 0.0 -0.9816
C 5.343255 -1.034828 3.234223 0.0 0.0 0.0 -0.5075
C 5.064152 -2.542882 3.191744 0.0 0.0 0.0 -0.8295
H 5.195069 0.660631 0.477531 0.0 0.0 0.0 0.3264
H 5.498180 -0.606649 -0.719724 0.0 0.0 0.0 0.4605
H 4.450282 -0.936026 0.646408 0.0 0.0 0.0 -0.0182
H 7.470100 -0.371401 0.715533 0.0 0.0 0.0 0.4850
H 6.731905 -1.947987 0.929516 0.0 0.0 0.0 0.2463
H 7.666957 -0.278480 4.224176 0.0 0.0 0.0 0.3573
H 8.510796 -0.059602 2.704701 0.0 0.0 0.0 0.4279
H 7.841268 -2.724120 4.053366 0.0 0.0 0.0 0.2297
H 9.419456 -2.041285 3.674609 0.0 0.0 0.0 0.3987
H 8.380739 -2.624039 2.376434 0.0 0.0 0.0 0.2761
H 4.471595 -0.516999 2.828541 0.0 0.0 0.0 0.1610
H 5.431645 -0.703421 4.272230 0.0 0.0 0.0 0.3534
H 5.176670 -2.934723 2.179579 0.0 0.0 0.0 0.2281
H 4.035906 -2.735373 3.500250 0.0 0.0 0.0 0.2844
H 5.719282 -3.113079 3.849432 0.0 0.0 0.0 0.3017
```
Positions in Å, forces in eV/Å.

Values from the calculation:
Electronic energy ... -2042.85840 hartree
Charge ... -1
LUMO ... 0.0876 Eh
Kohn-Sham gap ... 5.82 eV



# 5
Computed, not measured: C23H11BCl5CrF12N3 as an isolated structure in a non-equilibrium geometry, with the ωB97M-V functional and the def2-TZVPD basis.

The geometry in XYZ format:
```
56
Properties=species:S:1:pos:R:3:forces:R:3:mulliken_charge:R:1
Cr -0.406391 0.081811 0.169871 -7.3 4.3 2.1 -1.1594
C -2.496866 1.932534 -1.013330 0.1 -0.2 -0.2 -1.2536
N -2.013584 1.448524 0.288985 -1.0 0.5 0.4 0.6925
C -3.117856 0.734207 0.984055 0.4 -0.7 -0.2 -0.9718
C -3.227596 -0.707152 0.400768 0.5 0.4 -0.1 -1.0292
N -1.866205 -1.146735 0.105971 0.5 -1.8 -0.7 1.1231
C -1.572882 -2.473901 -0.254040 0.8 -1.0 1.3 -0.5192
C -2.399130 -3.242577 -1.064807 0.1 0.1 0.0 0.5141
F -3.534149 -2.720698 -1.588516 0.0 0.0 0.0 -0.3559
C -2.084675 -4.539682 -1.448887 -0.2 0.0 -0.1 0.3339
F -2.926423 -5.202328 -2.256568 0.0 0.0 0.0 -0.3327
C -0.936652 -5.159042 -1.025830 0.0 -0.2 0.0 0.4212
F -0.667298 -6.413761 -1.428334 0.0 0.0 0.0 -0.3352
C -0.081392 -4.480023 -0.168797 -0.3 0.0 0.2 -0.0581
F 1.021082 -5.128575 0.252297 0.1 0.0 -0.1 -0.3541
C -0.344590 -3.213706 0.274565 -1.8 2.9 -0.5 0.0238
F 1.256402 -2.735124 2.192903 0.8 0.6 -0.1 -0.2029
C -1.506624 2.622712 1.051183 0.5 -0.2 -0.2 -0.9632
C -0.090942 3.000284 0.491553 -0.2 -0.4 -0.1 -0.8767
N 0.317974 1.821158 -0.225775 1.3 0.3 -0.2 2.0785
C 1.325712 1.686104 -1.123774 -0.5 0.7 -0.9 -0.5648
C 2.515187 2.412063 -1.219551 0.0 -0.2 -0.1 -0.1551
F 2.739490 3.427483 -0.367840 0.1 0.0 0.1 -0.4600
C 3.477549 2.092471 -2.159823 0.0 0.1 -0.1 0.5061
F 4.620186 2.786332 -2.206703 0.0 0.0 0.0 -0.3521
C 3.266434 1.075615 -3.076670 -0.1 0.1 0.0 0.3906
F 4.212860 0.773686 -3.978155 0.0 0.0 0.0 -0.3435
C 2.046869 0.414573 -3.097100 -0.2 0.0 -0.1 0.3445
F 1.794379 -0.498457 -4.035139 0.1 0.1 0.0 -0.3337
C 1.096583 0.743205 -2.164012 -0.6 0.8 0.0 -0.1331
F -0.206499 0.238447 -2.261660 1.3 0.4 0.1 -0.3487
H -3.342621 2.615369 -0.870743 0.0 0.0 0.0 0.3251
H -2.807997 1.090624 -1.631091 0.0 0.0 0.0 0.2825
H -1.694875 2.457354 -1.526280 0.0 0.0 0.0 0.2645
H -4.054278 1.290768 0.870458 -0.1 -0.1 0.1 0.4209
H -2.853654 0.663508 2.038027 0.0 0.1 0.0 0.4039
H -3.863695 -0.709388 -0.488864 -0.1 0.0 0.1 0.5481
H -3.668418 -1.375616 1.148209 -0.2 0.1 0.0 0.3726
H -1.412283 2.315796 2.091026 0.0 0.1 0.0 0.4627
H -2.206914 3.460053 0.967080 0.0 0.0 0.1 0.4827
H 0.584947 3.241560 1.317197 -0.1 0.2 0.1 0.1592
H -0.139568 3.865802 -0.180228 0.0 0.1 0.1 0.4861
F 1.194524 -1.638688 -1.493750 0.4 -2.9 -6.0 -0.5732
B 0.769936 -2.318107 1.028789 -3.4 -5.5 1.7 1.2787
F -1.048890 -0.959461 2.799420 -0.1 0.3 0.2 -0.3882
Cl 1.116143 -1.072029 0.079617 6.1 -1.4 1.1 -1.2559
C 2.299308 -0.419203 0.709635 3.2 1.7 1.6 0.1890
C -0.182776 -0.084207 2.214311 0.9 0.9 0.0 0.2511
C 0.765800 0.431233 3.039327 -0.1 0.0 0.0 0.1469
Cl 0.553102 0.024223 4.761945 0.2 -0.2 0.0 -0.2656
C 1.948690 1.352131 2.855554 0.9 -0.6 -0.7 0.0543
Cl 1.917764 2.692635 3.977798 -0.3 0.2 -0.1 -0.1976
C 3.136459 1.206493 2.139288 -0.9 0.6 1.3 0.6166
Cl 4.465157 2.272076 2.492697 0.1 0.0 -0.2 -0.2210
C 3.373951 0.196598 1.132091 -1.9 -0.4 -0.4 0.0471
Cl 4.939239 -0.228965 0.481655 0.6 0.2 0.3 -0.2155
```
Positions in Å, forces in eV/Å.

Values from the calculation:
Electronic energy ... -5615.61470 hartree
Charge ... -1
Spin multiplicity ... 4
LUMO (alpha / beta) ... 0.0779 / 0.0711 Eh
Kohn-Sham gap (alpha / beta) ... 5.92 / 6.34 eV
<S²> ... 3.89



Question: Which of these has the highest electronic energy?
Answer: C3H4N2O2



Please write out number 2 again, unchanged.
Computed, not measured: a 4-piece molecular cluster, C2H14NO4 overall in a non-equilibrium geometry, with the ωB97M-V functional and the def2-TZVPD basis.

The geometry in XYZ format:
```
21
Properties=species:S:1:pos:R:3:forces:R:3:mulliken_charge:R:1
C -2.163219 0.347755 0.798455 -0.9 -1.3 0.3 -0.3421
O -2.098297 -0.901079 1.516349 0.1 0.3 0.1 -0.5425
C -1.908306 -0.009346 -0.647121 -0.3 0.4 -0.2 -0.5206
N -0.552202 -0.622994 -0.675995 -0.7 -0.9 -0.9 -0.1794
H -1.441504 1.030098 1.237414 0.1 0.2 -0.3 0.2651
H -3.167420 0.741576 0.875661 -0.1 0.4 0.0 0.3899
H -2.935328 -1.063288 1.966663 0.2 0.0 0.0 0.3219
H -2.593504 -0.752833 -1.050880 -0.1 -0.1 0.4 0.3075
H -2.052976 0.872572 -1.268973 0.8 0.0 -0.2 0.3548
H 0.151488 0.042973 -0.515183 1.4 1.5 0.8 0.3115
H -0.271838 -1.138702 -1.525198 -0.5 -0.2 -0.2 0.3085
H -0.542465 -1.302931 0.082876 0.0 -0.1 0.3 0.3560
H 0.416933 -3.412481 -2.404392 0.0 -0.1 -0.1 0.3143
H -0.056848 -2.555879 -3.605245 0.0 -0.1 0.1 0.3221
O -0.096597 -2.635492 -2.644002 -0.1 0.3 0.0 -0.6727
H 5.233249 2.038650 0.456540 0.0 -0.1 0.0 0.3128
H 4.692575 3.430894 0.684210 -0.1 0.0 0.1 0.3189
O 4.429053 2.503229 0.708063 0.0 0.1 0.0 -0.6161
H 1.994633 1.786583 1.136507 -0.1 0.3 -0.6 0.3023
H 1.351727 0.796078 1.969518 -0.5 -0.2 0.0 0.3329
O 1.155817 1.297163 1.164849 0.7 -0.2 0.4 -0.6451
```
Positions in Å, forces in eV/Å.

Values from the calculation:
Electronic energy ... -440.08690 hartree
Charge ... +1
LUMO ... -0.1000 Eh
Relative energy (zero: lowest compared OMol25 entry of this formula, charge and spin) ... 6.58 kJ/mol
Kohn-Sham gap ... 11.62 eV



Question: Number 2 is which compound?
Answer: C2H14NO4



Question: Number 5 is which compound?
Answer: C23H11BCl5CrF12N3